No. 1
22
Properties=species:S:1:pos:R:3 method="wB97M-V/def2-TZVPD" charge=0 relative_energy_ev=1.5337 total_energy_ha=-383.6443 smiles=CC[C@@](C)(N)NCO gap_ha=0.3606
C 0.06 -1.96 0.80
C -0.42 -0.53 0.99
C -0.56 0.31 -0.30
C -1.45 -0.38 -1.33
N -1.24 1.54 0.06
N 0.73 0.61 -0.96
C 1.90 0.80 -0.13
O 1.84 1.94 0.67
H 0.21 -2.43 1.77
H 0.99 -2.00 0.24
H -0.68 -2.55 0.26
H 0.23 0.07 1.72
H -1.40 -0.53 1.47
H -1.06 -1.36 -1.61
H -1.51 0.23 -2.23
H -2.45 -0.49 -0.92
H -0.76 2.04 0.80
H -1.28 2.16 -0.75
H 0.93 -0.07 -1.68
H 2.77 0.92 -0.79
H 2.01 -0.07 0.56
H 1.16 1.77 1.37

---

No. 2
22
Properties=species:S:1:pos:R:3 method="wB97M-V/def2-TZVPD" charge=0 relative_energy_ev=6.0293 total_energy_ha=-383.4791 gap_ha="0.2507 / 0.2507"
C 0.37 -0.10 0.86
C -0.55 -0.17 -0.20
C -2.08 0.50 1.06
C 1.83 -0.46 -0.85
C -1.09 -1.48 -0.69
N 0.85 1.08 1.34
N 2.48 0.84 -0.89
O -3.29 0.40 0.36
H -3.24 0.95 -0.43
H 0.36 -0.92 1.58
H -0.53 0.66 -0.90
H 1.53 1.00 2.09
H 1.21 1.68 0.58
H 2.31 1.30 -1.78
H 3.49 0.81 -0.75
H -1.77 1.53 1.26
H -2.17 -0.10 1.96
H 1.59 -0.82 -1.85
H 2.40 -1.22 -0.31
H -2.16 -1.41 -0.86
H -0.61 -1.78 -1.62
H -0.92 -2.27 0.05

---

No. 3
22
Properties=species:S:1:pos:R:3 method="wB97M-V/def2-TZVPD" charge=0 relative_energy_ev=4.4370 total_energy_ha=-383.5376 smiles=CN(C)C[C@H](N)CO gap_ha=0.3188
C 0.00 1.44 -1.02
N 0.23 0.05 -1.47
C 1.07 0.11 -2.76
C 0.57 -0.93 -0.48
C 0.20 -0.49 1.00
N 0.29 -1.86 1.62
C -1.19 0.01 1.52
O -1.19 1.49 1.40
H -0.98 1.43 -0.59
H 0.74 1.77 -0.35
H -0.16 2.12 -1.90
H 0.59 1.12 -3.31
H 2.08 0.42 -2.61
H 1.03 -0.83 -3.19
H 1.70 -1.19 -0.35
H 0.13 -1.98 -0.59
H 0.99 0.12 1.41
H 0.65 -1.95 2.54
H -0.42 -2.55 1.37
H -1.96 -0.47 0.93
H -1.26 -0.16 2.56
H -1.13 1.96 2.29

---

No. 4
22
Properties=species:S:1:pos:R:3 method="wB97M-V/def2-TZVPD" charge=+1 relative_energy_ev=2.4243 multiplicity=2 total_energy_ha=-383.2865 gap_ha="0.4126 / 0.2626"
C -0.19 -1.01 -2.71
C -0.32 -0.21 -1.39
C -0.95 -1.10 -0.32
C -0.12 -1.15 0.98
N 0.52 0.16 1.38
C 1.59 0.11 2.18
N 2.14 1.20 2.64
H -0.76 -0.59 -3.54
H 0.84 -1.17 -3.03
H -0.55 -2.09 -2.61
H -1.09 0.56 -1.49
H 0.75 0.09 -1.22
H -1.20 -2.12 -0.67
H -1.96 -0.99 0.11
H -0.89 -1.23 1.76
H 0.71 -1.81 1.09
H 0.07 1.04 1.11
H 1.84 -0.86 2.61
H 1.70 2.07 2.35
H -1.46 2.96 0.14
H -0.15 3.25 0.72
O -0.52 2.89 -0.10

---

No. 5
23
Properties=species:S:1:pos:R:3 method="wB97M-V/def2-TZVPD" charge=0 relative_energy_ev=4.1368 total_energy_ha=-458.7856 gap_ha=0.3037
C 1.25 0.92 0.16
C 2.19 1.00 1.36
O 1.95 0.41 -0.96
O 0.79 2.24 -0.12
H 2.78 0.89 -1.09
H 1.54 2.86 -0.16
H -0.57 0.51 -0.80
H 1.67 1.44 2.22
H 2.55 0.01 1.63
H 3.06 1.64 1.14
C -1.38 -2.35 -1.27
C -1.20 -1.30 -0.22
N -0.32 -1.38 0.73
N -1.90 0.87 0.69
C -1.61 0.09 -0.51
H 0.42 -0.32 0.65
H 0.10 -2.29 0.89
H -2.80 0.63 1.07
H -1.81 1.86 0.52
H -2.39 0.12 -1.28
H -1.19 -1.94 -2.26
H -0.71 -3.20 -1.12
H -2.41 -2.72 -1.26

---

No. 6
23
Properties=species:S:1:pos:R:3 method="wB97M-V/def2-TZVPD" charge=0 relative_energy_ev=5.3008 total_energy_ha=-458.7428 gap_ha=0.3062
C 0.25 0.02 -0.55
C -2.31 0.08 0.86
C 1.97 0.19 -0.59
C -2.46 -1.40 0.61
C 2.64 -0.59 0.51
N 0.01 0.47 0.67
N 2.40 1.53 -0.69
O -0.29 0.76 -1.68
O -2.84 0.90 -0.13
H -0.39 1.67 -1.35
H -2.44 0.66 -0.98
H -1.15 0.28 1.26
H 0.11 -1.04 -0.84
H -2.78 0.39 1.80
H 2.12 -0.29 -1.56
H 2.03 2.02 -1.49
H 2.24 2.06 0.16
H -3.52 -1.66 0.53
H -1.98 -1.70 -0.32
H -2.02 -1.97 1.43
H 2.20 -1.59 0.60
H 2.52 -0.09 1.47
H 3.70 -0.69 0.29

---

No. 7
23
Properties=species:S:1:pos:R:3 method="wB97M-V/def2-TZVPD" charge=0 relative_energy_ev=1.7399 total_energy_ha=-458.8737 smiles="CCNC(=O)CNC.O" gap_ha=0.3585
C 1.52 -2.02 0.63
C 0.33 -1.67 1.54
N 0.12 -0.24 1.76
C 0.06 0.68 0.76
O 0.31 1.85 1.06
C -0.60 0.32 -0.55
N 0.39 0.29 -1.62
C 1.14 1.54 -1.82
H 2.34 -2.15 1.34
H 1.30 -2.90 0.04
H 1.71 -1.21 -0.07
H 0.29 -2.18 2.50
H -0.59 -2.09 1.12
H 0.44 0.12 2.65
H -1.05 -0.66 -0.40
H -1.48 0.95 -0.67
H 0.00 0.10 -2.52
H 0.85 2.33 -1.13
H 2.23 1.49 -1.76
H 0.99 1.92 -2.84
O -3.69 0.83 -0.06
H -3.10 1.10 0.67
H -3.52 1.59 -0.64

---

No. 8
24
Properties=species:S:1:pos:R:3 method="wB97M-V/def2-TZVPD" charge=0 relative_energy_ev=4.9134 total_energy_ha=-533.9979 gap_ha=0.2554
C -1.02 0.61 0.45
C 1.07 -0.17 2.09
N -0.82 2.02 0.60
N 2.10 -0.49 1.39
O -1.49 -0.03 1.67
H -2.41 0.24 1.82
H -1.80 0.41 -0.29
H -1.14 2.43 1.47
H 0.12 2.37 0.42
H 2.30 -1.47 1.23
H 2.24 0.16 0.49
H 0.79 0.87 2.16
H 0.52 -0.90 2.67
C -0.31 -2.07 -0.98
C -0.22 0.68 -2.19
C 0.58 0.19 -0.99
O 0.80 -1.19 -0.93
O 1.60 0.87 -0.68
H 0.11 -3.08 -0.95
H -0.96 -1.91 -0.11
H -0.89 -1.96 -1.89
H 0.42 0.56 -3.06
H -0.45 1.73 -2.05
H -1.14 0.13 -2.35

---

No. 9
23
Properties=species:S:1:pos:R:3 method="wB97M-V/def2-TZVPD" charge=-1 total_energy_ha=-725.0544 smiles="NCCCCCN=[PH2][O-]" gap_ha=0.2647
N 2.04 -1.37 0.09
C 2.05 -0.02 -0.49
C 1.61 1.04 0.50
C 0.14 1.02 0.92
C -0.85 1.44 -0.16
C -1.37 0.35 -1.11
N -2.50 -0.39 -0.58
P -2.22 -1.77 0.15
O -2.91 -3.03 -0.25
H 1.81 -1.33 1.07
H 1.36 -1.96 -0.37
H 3.07 0.22 -0.81
H 1.44 0.00 -1.39
H 1.85 2.04 0.13
H 2.22 0.89 1.41
H 0.05 1.72 1.76
H -0.12 0.04 1.33
H -0.40 2.26 -0.73
H -1.74 1.84 0.33
H -0.56 -0.30 -1.44
H -1.72 0.88 -2.01
H -0.80 -1.99 0.12
H -2.44 -1.57 1.54

---

No. 10
23
Properties=species:S:1:pos:R:3 method="wB97M-V/def2-TZVPD" charge=0 relative_energy_ev=4.1929 total_energy_ha=-781.5846 smiles="CC(C)(C)[S@](C)(=O)=NN" gap_ha="0.2904 / 0.2904"
C -1.24 -1.14 0.93
C -0.74 0.19 0.41
C -0.32 1.22 1.43
C -1.29 0.80 -0.89
S 1.20 -0.44 -0.22
C 1.27 -1.35 -1.80
O 1.47 -1.81 1.07
N 2.43 0.50 -0.49
N 2.86 1.43 0.40
H -2.25 -1.35 0.34
H -0.62 -1.96 0.65
H -1.32 -1.04 1.97
H -1.31 1.44 2.01
H -0.07 2.16 0.98
H 0.39 0.80 2.08
H -1.79 0.06 -1.49
H -2.03 1.54 -0.88
H -0.47 1.09 -1.51
H 1.48 -0.70 -2.57
H 2.12 -2.09 -1.55
H 0.48 -1.98 -2.12
H 2.95 0.91 1.26
H 3.62 2.02 0.22

---

No. 11
23
Properties=species:S:1:pos:R:3 method="wB97M-V/def2-TZVPD" charge=0 relative_energy_ev=0.0289 total_energy_ha=-781.7376 gap_ha=0.3429
C -2.78 -1.27 1.19
C 1.87 1.87 0.80
C -1.88 0.25 -1.17
C 2.33 -1.15 -0.59
C -1.51 -0.50 1.07
N 1.37 1.42 -0.49
N -1.19 0.21 0.08
O 2.16 0.46 -2.64
S 2.61 0.56 -1.27
H -3.59 -0.54 0.97
H -2.79 -2.06 0.44
H -3.07 -1.77 2.10
H 1.66 1.04 1.62
H 1.27 2.80 0.98
H 2.98 1.97 0.91
H -1.07 0.50 -1.93
H -2.17 -0.74 -1.35
H -2.73 0.90 -1.12
H 1.35 -1.17 -0.08
H 2.57 -1.94 -1.42
H 3.04 -1.39 0.25
H -0.91 -0.30 1.93
H 0.50 0.85 -0.30

---

No. 12
22
Properties=species:S:1:pos:R:3 method="wB97M-V/def2-TZVPD" charge=0 relative_energy_ev=1.3255 total_energy_ha=-706.5414 smiles=NCNCCCCS gap_ha=0.3391
N 3.43 -2.01 -1.69
C 2.31 -1.19 -2.07
N 1.22 -1.28 -1.02
C -0.05 -0.48 -1.11
C -0.88 -0.68 0.11
C -0.38 0.25 1.24
C -0.75 1.68 1.38
S -2.60 1.86 1.54
H 4.28 -1.95 -2.36
H 3.28 -2.93 -1.35
H 2.61 -0.11 -2.41
H 1.90 -1.48 -3.12
H 1.59 -1.39 -0.07
H 0.30 0.57 -1.24
H -0.52 -0.80 -2.02
H -0.88 -1.78 0.32
H -1.98 -0.39 0.06
H -0.51 -0.35 2.23
H 0.72 0.27 1.19
H -0.44 2.30 0.53
H -0.23 2.02 2.28
H -2.61 1.78 2.88

---

No. 13
22
Properties=species:S:1:pos:R:3 method="wB97M-V/def2-TZVPD" charge=+1 relative_energy_ev=1.5073 total_energy_ha=-362.9238 smiles=CN1CC[N@@H+](C)[C@@H]1N gap_ha=0.3985
C -1.71 -0.71 -1.10
N -1.22 0.14 -0.03
C -0.88 -0.55 1.20
C 0.62 -0.92 1.04
N 1.19 0.15 0.20
C 2.02 -0.31 -0.91
C -0.20 1.04 -0.28
N -0.13 2.18 0.50
H -1.57 -0.23 -2.06
H -1.21 -1.69 -1.12
H -2.78 -0.87 -0.95
H -1.51 -1.43 1.34
H -1.02 0.11 2.05
H 1.12 -0.99 2.00
H 0.71 -1.87 0.51
H 1.70 0.82 0.78
H 1.42 -0.91 -1.59
H 2.42 0.55 -1.44
H 2.85 -0.91 -0.54
H -0.04 1.27 -1.46
H -0.78 2.22 1.27
H -0.09 3.06 0.01

---

No. 14
22
Properties=species:S:1:pos:R:3 method="wB97M-V/def2-TZVPD" charge=+1 relative_energy_ev=5.2511 total_energy_ha=-362.7862 gap_ha=0.1988
C -3.37 -0.87 0.47
C -1.90 -0.36 0.22
C -0.58 -1.31 0.20
C 0.72 -0.62 -0.12
C 1.46 -1.13 -1.26
N 2.65 -0.62 -1.70
N 1.04 0.40 0.66
N 0.28 3.54 1.26
H -3.98 -0.86 -0.46
H -3.91 -0.20 1.12
H -3.41 -1.86 0.98
H -1.75 0.05 -0.81
H -0.78 -1.94 -0.60
H -0.54 -1.73 1.18
H 0.88 -1.84 -1.90
H 2.77 -0.62 -2.69
H 3.42 -0.95 -1.19
H 1.71 0.91 0.14
H -0.19 3.75 2.13
H 1.01 2.85 1.47
H -1.86 0.54 0.88
H 0.90 4.43 1.23

---

No. 15
22
Properties=species:S:1:pos:R:3 method="wB97M-V/def2-TZVPD" charge=+1 relative_energy_ev=4.9953 total_energy_ha=-362.7956 gap_ha=0.1689
C -1.35 -0.61 2.04
C -0.09 -0.33 1.36
C 0.12 -1.16 -0.03
C 1.00 -0.32 -0.93
C 2.34 -0.70 -0.98
N 3.31 -0.01 -1.72
N 0.22 0.63 -1.53
N -2.86 1.76 -0.26
H -1.56 -1.83 2.15
H -1.30 -0.28 3.11
H -2.13 -0.12 1.42
H 0.80 -0.25 1.93
H 0.57 -2.12 0.19
H -0.84 -1.23 -0.51
H 2.58 -1.67 -0.55
H 3.12 1.08 -1.87
H 4.29 -0.16 -1.39
H 0.76 1.29 -2.13
H -2.08 1.43 -0.86
H -3.26 2.70 -0.33
H -0.01 0.76 1.03
H -3.67 1.13 -0.15

---

No. 16
22
Properties=species:S:1:pos:R:3 method="wB97M-V/def2-TZVPD" charge=+1 relative_energy_ev=2.6348 total_energy_ha=-362.8823 gap_ha=0.3484
N -2.19 -1.98 -1.18
C -1.08 -1.24 -0.58
C -0.45 -1.94 1.75
C -1.22 -1.21 0.93
H -2.11 -1.96 -2.19
H -3.04 -1.47 -0.97
H -1.01 -0.20 -0.93
H -0.12 -1.71 -0.79
H -0.64 -1.91 2.81
H 0.29 -2.67 1.44
H -2.06 -0.66 1.34
C 1.42 1.00 -0.19
C 1.18 2.26 -0.56
N 1.04 2.70 -1.84
N 1.53 0.66 1.25
H 1.39 0.11 -0.79
H 1.17 3.03 0.21
H 0.48 3.54 -1.95
H 0.81 2.00 -2.53
H 2.41 0.18 1.45
H 0.75 -0.01 1.44
H 1.45 1.47 1.88

---

No. 17
22
Properties=species:S:1:pos:R:3 method="wB97M-V/def2-TZVPD" charge=+1 relative_energy_ev=2.5903 total_energy_ha=-362.8840 gap_ha=0.4216
C -3.61 0.02 -0.03
C 2.33 0.29 -0.51
C 0.62 1.41 0.90
C 0.27 -1.65 0.10
C 0.89 0.66 -0.43
N -4.60 0.41 0.73
N 0.01 -0.46 -0.61
N -2.68 -0.43 -0.59
H 2.95 1.15 -0.58
H 2.64 -0.42 0.35
H 2.35 -0.32 -1.36
H 1.08 0.78 1.71
H -0.47 1.72 0.89
H 1.26 2.30 0.89
H -0.46 -2.44 -0.30
H 1.31 -1.94 0.08
H 0.21 -1.72 1.25
H 0.73 1.59 -1.00
H -5.50 -0.04 0.67
H -4.36 1.13 1.44
H -1.05 -0.36 -0.56
H 0.10 -0.69 -1.59

---

No. 18
22
Properties=species:S:1:pos:R:3 method="wB97M-V/def2-TZVPD" charge=+1 relative_energy_ev=4.1748 total_energy_ha=-362.8258 smiles=CC[N@@H+]1[C@H](NC)N1C gap_ha=0.4119
C 0.83 2.70 -0.33
C -0.19 1.58 -0.08
N 0.37 0.32 -0.46
C -0.26 -1.16 0.04
N -1.40 -1.23 0.77
C -2.63 -1.57 0.16
N 0.95 -0.55 0.64
C 2.24 -1.19 0.17
H 0.70 3.52 -1.15
H 0.99 3.22 0.64
H 1.76 2.31 -0.73
H -1.15 1.58 -0.56
H -0.31 1.52 1.04
H 0.94 0.36 -1.31
H -0.27 -1.77 -0.91
H -1.40 -0.88 1.76
H -2.52 -2.27 -0.64
H -3.19 -2.00 0.93
H -3.11 -0.72 -0.28
H 2.80 -1.59 1.06
H 1.98 -1.76 -0.70
H 2.89 -0.41 -0.09

---

No. 19
22
Properties=species:S:1:pos:R:3 method="wB97M-V/def2-TZVPD" charge=+1 relative_energy_ev=2.2436 total_energy_ha=-362.8967 gap_ha=0.3058
C -1.14 -2.37 0.48
C -1.48 -0.90 0.60
C -2.17 -0.27 -0.36
N -1.22 -0.34 1.85
H -1.45 -2.95 1.35
H -0.06 -2.53 0.39
H -1.60 -2.77 -0.42
H -2.53 0.74 -0.25
H -2.52 -0.80 -1.23
H -0.48 -0.76 2.39
H -1.19 0.66 1.87
C 2.06 1.09 -0.67
C 0.81 1.57 -0.64
N 0.43 2.81 -1.01
N 2.26 -0.32 -0.31
H 2.89 1.60 -1.12
H -0.07 0.97 -0.40
H -0.51 3.09 -0.80
H 1.11 3.54 -1.14
H 2.93 -0.47 0.44
H 2.55 -0.91 -1.09
H 1.37 -0.68 0.04

---

No. 20
22
Properties=species:S:1:pos:R:3 method="wB97M-V/def2-TZVPD" charge=+1 relative_energy_ev=4.5925 total_energy_ha=-362.8104 gap_ha=0.3174
C 0.50 -1.07 0.45
C 1.03 1.08 -0.78
C -0.86 -0.97 -0.25
C -3.15 -0.07 -0.30
C 2.81 0.01 0.53
N -1.36 0.82 1.04
N -1.75 -0.07 0.16
N 1.55 -0.21 -0.22
H 0.51 -0.72 1.52
H 0.65 -2.19 0.38
H 0.42 0.88 -1.66
H 1.82 1.82 -0.80
H -1.05 -1.61 -1.00
H -3.15 0.19 -1.42
H -3.73 -1.05 -0.29
H -3.63 0.68 0.32
H 3.73 0.03 -0.05
H 2.85 0.94 1.07
H 2.95 -0.80 1.35
H 0.31 1.49 -0.07
H -2.17 1.46 1.15
H 1.69 -0.65 -1.13